1.
20
Properties=species:S:1:pos:R:3 method="wB97M-V/def2-TZVPD" lumo_energy_ev=-5.74 homo_energy_ev=-14.47 charge=+1 e_above_lowest_kj_mol=132.4 homo_lumo_gap_ev=8.72 energy_ev=-6894.489
C 1.384 -2.290 -1.204
N 2.475 -1.905 -0.676
H 1.391 -3.106 -1.914
H 0.461 -1.820 -0.880
H 2.477 -1.059 -0.100
H 3.365 -2.280 -0.992
C 0.814 0.378 0.871
C -0.705 0.308 0.618
C -1.359 1.692 0.596
C -2.646 1.724 -0.227
H 1.360 0.689 -0.021
H 1.137 -0.571 1.305
H 0.997 1.134 1.638
H -1.153 -0.325 1.380
H -0.908 -0.172 -0.351
H -0.653 2.408 0.170
H -1.565 2.000 1.620
H -2.405 1.580 -1.280
H -3.126 2.696 -0.137
H -3.346 0.948 0.072

2.
16
Properties=species:S:1:pos:R:3 method="wB97M-V/def2-TZVPD" lumo_energy_ev=0.79 homo_energy_ev=-9.87 e_above_lowest_kj_mol=129.6 homo_lumo_gap_ev=10.66 smiles="[H]/N=C(/C)CCC=O" energy_ev=-8867.869
H -2.404 0.233 -0.252
N -1.828 1.025 0.043
C -0.616 0.839 -0.298
C 0.391 1.915 0.028
C -0.102 -0.412 -0.990
C 0.770 -1.264 -0.049
C 0.064 -1.534 1.257
O 0.510 -1.250 2.341
H 0.151 2.365 0.994
H 1.417 1.540 0.056
H 0.341 2.705 -0.731
H 0.494 -0.143 -1.871
H -0.958 -1.003 -1.341
H 1.718 -0.769 0.184
H 0.987 -2.228 -0.531
H -0.933 -2.018 1.160

3.
24
Properties=species:S:1:pos:R:3 method="wB97M-V/def2-TZVPD" lumo_energy_ev=0.55 homo_energy_ev=-10.26 e_above_lowest_kj_mol=138.7 homo_lumo_gap_ev=10.81 smiles=CC[C@H](C)O.O.O.O energy_ev=-12596.399
C 0.379 -1.432 1.339
C 0.784 -0.560 0.146
C -0.381 -0.253 -0.780
C 0.206 0.437 -2.112
O -1.307 0.751 -0.272
H -0.703 -1.127 1.610
H 1.006 -1.212 2.238
H 0.357 -2.508 1.111
H 1.198 0.350 0.568
H 1.447 -0.919 -0.590
H -0.921 -1.289 -0.794
H -0.427 0.502 -2.919
H 0.573 1.432 -1.869
H 1.107 -0.157 -2.424
H -1.586 0.493 0.582
O 0.061 1.690 3.065
H -0.048 1.904 2.106
H -0.239 2.393 3.665
O -0.064 2.761 0.265
H -0.705 1.917 0.004
H 0.033 3.325 -0.494
O 0.259 -3.518 -1.894
H 1.173 -3.267 -1.972
H 0.223 -4.466 -1.703

4.
13
Properties=species:S:1:pos:R:3 method="wB97M-V/def2-TZVPD" lumo_energy_ev=1.07 homo_energy_ev=-9.36 e_above_lowest_kj_mol=307.8 homo_lumo_gap_ev=10.43 smiles="ON=C1CCC1" energy_ev=-7796.454
O -1.011 -2.069 -1.234
N -0.264 -1.861 -0.068
C -0.017 -0.628 0.058
C -0.156 0.577 -0.814
C 0.194 1.464 0.405
C 0.611 0.174 1.174
H -1.128 -3.026 -1.233
H 0.765 0.364 -1.387
H -1.043 0.776 -1.426
H 0.949 2.237 0.237
H -0.674 1.942 0.873
H 1.689 0.044 1.303
H 0.087 0.005 2.114

5.
20
Properties=species:S:1:pos:R:3 method="wB97M-V/def2-TZVPD" lumo_energy_ev=3.06 homo_energy_ev=-2.09 charge=-1 e_above_lowest_kj_mol=240.6 homo_lumo_gap_ev=5.15 energy_ev=-18277.199
C -1.717 -0.991 -1.312
O -1.606 -1.176 -2.590
C -1.962 0.535 -0.936
C -1.506 1.467 -2.112
H -0.684 -1.284 -0.743
H -2.492 -1.574 -0.807
H -1.350 0.697 -0.063
H -3.001 0.819 -0.725
H -1.779 2.518 -1.998
H -2.032 1.167 -2.984
H -0.461 1.446 -2.231
C 1.996 1.372 2.173
S 1.219 -0.304 2.059
C 1.935 -0.952 0.562
H 1.735 1.859 1.205
H 3.090 1.371 2.221
H 1.528 1.999 2.984
H 1.696 -2.007 0.490
H 1.556 -0.514 -0.346
H 3.067 -0.813 0.523